Formula: C5H9NO2
Source: the OMol25 dataset
Level of theory: wB97M-V/def2-TZVPD

Properties
Energy relative to the best compared isomer or geometry (same formula, charge and spin) in eV: 2.997
Lowest unoccupied orbital energy in eV: 0.87
E in eV: -10913.57909
HOMO level in eV: -8.8
SMILES: N[C@H]1[C@@H]2C[C@H]1OCO2

Element x y z (Å)
N -1.80 -0.61 -0.18
C -0.88 0.45 -0.03
C 0.19 0.35 1.08
C 1.06 1.27 0.17
C 0.33 0.59 -1.00
O 1.06 -0.66 -1.17
C 0.78 -1.60 -0.10
O 0.77 -0.93 1.18
H -2.47 -0.71 0.64
H -2.26 -0.51 -1.05
H -1.43 1.37 0.16
H -0.12 0.71 2.09
H 0.86 2.34 0.23
H 2.15 1.09 0.32
H 0.34 1.27 -1.94
H 1.59 -2.28 -0.16
H -0.16 -2.16 -0.23